(1)
This record from OMol25 describes a molecular structure, C38H42Cl3N4O2SbSe5Ti. The level of theory is the ωB97M-V functional and the def2-TZVPD basis.

Structure (ORCA input):
```
! wB97M-V def2-TZVPD RIJCOSX def2/J DEFGRID3
* xyz -2 1
Ti 1.38 1.13 -1.75
Cl 8.36 -1.63 -0.75
C 6.85 -0.86 -1.19
C 5.75 -0.98 -0.35
C 4.57 -0.37 -0.71
Cl 3.19 -0.49 0.34
C 4.40 0.36 -1.91
O 3.29 0.92 -2.26
C 5.56 0.44 -2.72
Cl 5.45 1.33 -4.20
C 6.76 -0.16 -2.37
H 5.82 -1.52 0.58
H 7.61 -0.06 -3.03
Se -5.06 0.75 0.04
Sb -4.75 1.88 -2.08
Se -1.08 1.49 -2.03
Se 0.41 2.81 -3.29
Se -5.61 0.50 -3.85
C -6.47 3.83 1.99
C -5.19 4.56 1.70
C -4.85 5.89 1.80
C -3.52 5.96 1.33
N -3.09 4.77 0.96
N -4.11 3.93 1.20
C -2.63 7.15 1.21
H -7.09 4.43 2.66
H -6.27 2.87 2.46
H -7.02 3.62 1.08
H -5.47 6.69 2.17
H -4.06 2.94 0.96
H -2.04 7.30 2.13
H -3.21 8.06 1.03
H -1.93 7.01 0.39
C 5.26 5.33 -0.47
C 4.87 4.60 -1.61
C 3.82 3.73 -1.55
C 3.08 3.52 -0.35
C 1.98 2.60 -0.28
C 1.27 2.58 0.89
C 1.62 3.36 2.02
C 2.70 4.18 1.98
C 3.46 4.29 0.78
C 4.56 5.18 0.70
H 6.09 6.02 -0.52
H 5.40 4.74 -2.54
H 3.52 3.19 -2.44
H 0.38 1.96 0.98
H 1.01 3.30 2.92
H 2.99 4.78 2.84
H 4.83 5.75 1.58
C -2.09 -1.94 -4.08
C -2.59 -3.06 -3.17
C -3.30 -2.56 -1.91
C -2.41 -1.93 -0.86
N -1.55 -2.85 -0.09
C -0.65 -2.35 0.80
Se -0.41 -0.59 1.24
N 0.03 -3.40 1.33
C 1.08 -3.31 2.33
C 0.66 -3.80 3.72
C -0.42 -2.97 4.41
C -1.84 -3.22 3.92
C -0.44 -4.58 0.80
C -0.06 -5.89 1.03
C -0.73 -6.89 0.35
C -1.77 -6.57 -0.53
C -2.14 -5.25 -0.77
C -1.46 -4.24 -0.10
H -1.59 -2.34 -4.96
H -1.38 -1.28 -3.57
H -2.92 -1.31 -4.40
H -1.75 -3.72 -2.91
H -3.29 -3.69 -3.73
H -3.92 -3.33 -1.45
H -3.99 -1.77 -2.20
H -3.01 -1.38 -0.14
H -1.74 -1.19 -1.31
H 1.37 -2.26 2.37
H 1.94 -3.88 1.97
H 1.57 -3.79 4.33
H 0.34 -4.84 3.67
H -0.18 -1.91 4.31
H -0.38 -3.20 5.48
H -2.00 -2.81 2.92
H -2.57 -2.74 4.57
H -2.06 -4.29 3.89
H 0.75 -6.12 1.72
H -0.46 -7.92 0.50
H -2.29 -7.36 -1.05
H -2.94 -5.04 -1.46
C 1.30 -2.41 -2.00
C 1.17 -0.92 -2.19
O 1.27 -0.45 -3.31
H 0.55 -2.93 -2.61
H 1.21 -2.70 -0.96
H 2.29 -2.69 -2.37
*
```

Results
Gap between HOMO and LUMO, eV: 5.492
DFT total energy, eV: -444101.4028
LUMO energy, eV: 3.6

In elementary charge units, the Löwdin charges are: number 1, Ti, carries 0.39; number 2, Cl, carries 0.60; number 3, C, carries -0.69; number 4, C, carries -0.14; number 5, C, carries -0.53; number 6, Cl, carries 0.78; number 7, C, carries -0.44; number 8, O, carries -0.25; number 9, C, carries -0.57; number 10, Cl, carries 0.70; number 11, C, carries -0.15; number 12, H, carries 0.10; number 13, H, carries 0.10; number 14, Se, carries -0.26; number 15, Sb, carries 0.10; number 16, Se, carries 0.01; number 17, Se, carries 0.10; number 18, Se, carries -0.37; number 19, C, carries -0.05; number 20, C, carries -0.33; number 21, C, carries -0.02; number 22, C, carries -0.39; number 23, N, carries 0.09; number 24, N, carries 0.01; number 25, C, carries -0.06; number 26, H, carries 0.07; number 27, H, carries 0.06; number 28, H, carries 0.07; number 29, H, carries 0.09; number 30, H, carries 0.01; number 31, H, carries 0.07; number 32, H, carries 0.06; number 33, H, carries 0.07; number 34, C, carries -0.11; number 35, C, carries -0.09; number 36, C, carries -0.05; number 37, C, carries -0.17; number 38, C, carries -0.21; number 39, C, carries -0.16; number 40, C, carries -0.08; number 41, C, carries -0.06; number 42, C, carries -0.18; number 43, C, carries -0.07; number 44, H, carries 0.09; number 45, H, carries 0.09; number 46, H, carries 0.08; number 47, H, carries 0.01; number 48, H, carries 0.10; number 49, H, carries 0.10; number 50, H, carries 0.10; number 51, C, carries -0.10; number 52, C, carries -0.26; number 53, C, carries -0.19; number 54, C, carries -0.17; number 55, N, carries 0.02; number 56, C, carries -0.71; number 57, Se, carries 0.74; number 58, N, carries -0.04; number 59, C, carries -0.17; number 60, C, carries -0.19; number 61, C, carries -0.25; number 62, C, carries -0.10; number 63, C, carries -0.16; number 64, C, carries -0.02; number 65, C, carries -0.11; number 66, C, carries -0.10; number 67, C, carries -0.01; number 68, C, carries -0.12; number 69, H, carries 0.07; number 70, H, carries 0.03; number 71, H, carries 0.05; number 72, H, carries 0.08; number 73, H, carries 0.10; number 74, H, carries 0.10; number 75, H, carries 0.08; number 76, H, carries 0.05; number 77, H, carries 0.05; number 78, H, carries 0.06; number 79, H, carries 0.13; number 80, H, carries 0.11; number 81, H, carries 0.10; number 82, H, carries 0.09; number 83, H, carries 0.10; number 84, H, carries 0.05; number 85, H, carries 0.07; number 86, H, carries 0.07; number 87, H, carries 0.10; number 88, H, carries 0.09; number 89, H, carries 0.10; number 90, H, carries 0.09; number 91, C, carries -0.04; number 92, C, carries -0.46; number 93, O, carries -0.11; number 94, H, carries 0.08; number 95, H, carries 0.04; number 96, H, carries 0.09



(2)
This record from OMol25 describes a molecular structure, C31H21BrClN4OSTl. The level of theory is the ωB97M-V functional and the def2-TZVPD basis.

Structure (ORCA input):
```
! wB97M-V def2-TZVPD RIJCOSX def2/J DEFGRID3
* xyz 0 1
Tl -0.34 -0.94 -0.52
Cl 4.42 -3.90 4.31
C 3.08 -3.09 3.53
C 1.77 -3.39 3.91
C 0.71 -2.77 3.30
C 0.89 -1.82 2.25
O -0.14 -1.27 1.72
C 2.24 -1.51 1.90
C 2.58 -0.50 0.94
N 1.77 0.05 0.12
C 2.20 1.05 -0.77
C 3.45 1.16 -1.30
C 3.79 2.23 -2.16
C 2.87 3.18 -2.49
C 1.54 3.08 -2.00
C 0.52 4.01 -2.30
C -0.74 3.82 -1.81
C -0.99 2.66 -1.04
N -0.07 1.79 -0.74
C 1.20 2.00 -1.17
C 3.31 -2.15 2.56
H 1.60 -4.12 4.69
H -0.31 -2.99 3.59
H 3.62 -0.16 0.95
H 4.19 0.40 -1.08
H 4.79 2.29 -2.56
H 3.13 4.02 -3.13
H 0.75 4.87 -2.92
H -1.54 4.51 -2.02
H -2.00 2.43 -0.71
H 4.33 -1.90 2.28
Br -0.94 0.01 -3.58
C -2.78 -0.06 -3.14
C -3.63 0.12 -4.20
C -5.02 0.17 -3.98
C -5.51 0.09 -2.72
C -4.65 -0.09 -1.61
C -5.20 -0.13 -0.30
C -4.40 -0.31 0.78
C -3.01 -0.50 0.61
C -2.44 -0.47 -0.64
C -3.24 -0.22 -1.80
H -3.23 0.23 -5.19
H -5.69 0.30 -4.83
H -6.58 0.16 -2.53
H -6.27 -0.02 -0.20
H -4.83 -0.33 1.78
H -2.40 -0.69 1.48
C 2.11 -7.00 -0.09
C 1.27 -5.76 -0.11
C 0.14 -5.64 0.70
C -0.54 -4.44 0.64
N -0.16 -3.46 -0.17
C 0.93 -3.65 -0.93
S 1.38 -2.31 -1.94
N 1.66 -4.78 -0.93
H 1.50 -7.89 0.00
H 2.78 -6.96 0.78
H 2.72 -7.05 -0.98
H -0.17 -6.43 1.36
H -1.41 -4.25 1.25
*
```

Results
Gap between HOMO and LUMO, eV: 7.183
DFT total energy, eV: -138590.1605
LUMO energy, eV: -0.4

In elementary charge units, the Löwdin charges are: number 1, Tl, carries 0.85; number 2, Cl, carries 0.63; number 3, C, carries -0.68; number 4, C, carries -0.10; number 5, C, carries -0.01; number 6, C, carries -0.37; number 7, O, carries -0.17; number 8, C, carries -0.13; number 9, C, carries -0.07; number 10, N, carries 0.00; number 11, C, carries -0.21; number 12, C, carries 0.00; number 13, C, carries -0.06; number 14, C, carries -0.03; number 15, C, carries -0.15; number 16, C, carries -0.01; number 17, C, carries -0.04; number 18, C, carries -0.12; number 19, N, carries 0.07; number 20, C, carries -0.18; number 21, C, carries -0.07; number 22, H, carries 0.11; number 23, H, carries 0.12; number 24, H, carries 0.13; number 25, H, carries 0.12; number 26, H, carries 0.11; number 27, H, carries 0.11; number 28, H, carries 0.12; number 29, H, carries 0.11; number 30, H, carries 0.12; number 31, H, carries 0.11; number 32, Br, carries 0.82; number 33, C, carries -0.58; number 34, C, carries -0.14; number 35, C, carries -0.07; number 36, C, carries -0.04; number 37, C, carries -0.16; number 38, C, carries -0.04; number 39, C, carries -0.07; number 40, C, carries -0.12; number 41, C, carries -0.22; number 42, C, carries -0.21; number 43, H, carries 0.10; number 44, H, carries 0.11; number 45, H, carries 0.11; number 46, H, carries 0.11; number 47, H, carries 0.11; number 48, H, carries 0.08; number 49, C, carries -0.03; number 50, C, carries -0.32; number 51, C, carries -0.02; number 52, C, carries -0.12; number 53, N, carries -0.03; number 54, C, carries -0.81; number 55, S, carries 0.63; number 56, N, carries 0.11; number 57, H, carries 0.08; number 58, H, carries 0.09; number 59, H, carries 0.08; number 60, H, carries 0.11; number 61, H, carries 0.12



(3)
This record from OMol25 describes C5H8O2 in the gas phase. The level of theory is the ωB97M-V functional and the def2-TZVPD basis.

Structure (ORCA input):
```
! wB97M-V def2-TZVPD RIJCOSX def2/J DEFGRID3
* xyz 0 1
C -1.06 1.13 -0.66
C -0.09 0.17 0.03
C -0.84 -0.77 0.98
O 0.92 0.97 0.68
C 0.92 -0.59 -0.83
C 1.98 -0.82 -0.05
O 2.92 -1.06 0.59
H -0.51 1.81 -1.31
H -1.81 0.60 -1.24
H -1.57 1.74 0.10
H -0.15 -1.44 1.51
H -1.43 -0.22 1.72
H -1.53 -1.41 0.41
H 1.42 1.04 -0.17
H 0.82 -1.15 -1.75
*
```

Results
Gap between HOMO and LUMO, eV: 9.839
DFT total energy, eV: -9407.7371
LUMO energy, eV: 0.8

In elementary charge units, the Löwdin charges are: number 1, C, carries -0.03; number 2, C, carries -0.60; number 3, C, carries -0.02; number 4, O, carries -0.05; number 5, C, carries -0.03; number 6, C, carries -0.20; number 7, O, carries 0.20; number 8, H, carries 0.09; number 9, H, carries 0.08; number 10, H, carries 0.09; number 11, H, carries 0.09; number 12, H, carries 0.09; number 13, H, carries 0.09; number 14, H, carries 0.09; number 15, H, carries 0.11



(4)
This record from OMol25 describes a molecular structure, C3H6CsO4. The level of theory is the ωB97M-V functional and the def2-TZVPD basis.

Structure (ORCA input):
```
! wB97M-V def2-TZVPD RIJCOSX def2/J DEFGRID3
* xyz -1 1
H 1.07 -2.65 -0.72
C -0.18 2.03 0.79
C 0.69 0.79 0.68
O -0.01 -0.39 1.07
C -0.15 -1.44 0.13
O 1.16 -1.78 -0.31
O -0.86 -2.41 0.57
O -0.76 -0.84 -1.10
Cs -1.17 1.83 -1.96
H 0.26 2.91 0.29
H -1.27 1.86 0.77
H 1.56 0.89 1.35
H 1.19 0.57 -0.30
H -1.54 -1.38 -1.27
*
```

Results
Gap between HOMO and LUMO (spin up / spin down), eV: 2.989 / 2.989
DFT total energy, eV: -11943.9171
LUMO energy (spin up / spin down), eV: 1.6 / 1.6

In elementary charge units, the Löwdin charges are: number 1, H, carries 0.08; number 2, C, carries -0.38; number 3, C, carries -0.42; number 4, O, carries -0.08; number 5, C, carries -0.89; number 6, O, carries -0.01; number 7, O, carries -0.11; number 8, O, carries -0.24; number 9, Cs, carries 0.98; number 10, H, carries -0.08; number 11, H, carries -0.07; number 12, H, carries 0.09; number 13, H, carries 0.08; number 14, H, carries 0.05